No. 1
A structure of composition C49H96F3MgO29 at a distorted geometry, computed with wB97M-V/def2-TZVPD.

Values from the calculation:
- calculated total energy (eV) = -125322.9732
- F_max (eV Å⁻¹) = 4.603
- ΔE to the lowest compared entry with this formula, charge and spin (kJ/mol) = 275.0
- charge = +1
- HOMO-LUMO gap (Eh) = 0.074
- lowest unoccupied orbital energy (eV) = -8.225

Last column: Mulliken charge in e.
Element x y z (Å)
H (1.0665, 3.3510, 9.4906)  0.32
C (-4.2956, -6.3009, 9.1490)  -0.63
H (8.1455, 3.4747, -6.9706)  0.32
H (7.3047, 1.5158, -8.7051)  0.31
H (6.8972, 2.1589, 4.0489)  0.30
O (-2.6884, -2.2569, -8.7630)  -0.27
C (6.0671, 3.6167, -6.4462)  -0.43
O (5.4237, 2.3557, -8.2856)  -0.41
H (-4.4986, 0.5917, -1.6436)  0.29
H (8.5557, -2.0451, 7.6468)  0.28
H (4.0963, 10.8262, 0.4159)  0.20
O (7.5679, 0.2460, 4.4051)  -0.28
H (3.4915, -4.4012, 6.8459)  0.33
O (3.3700, -5.9886, -6.5740)  -0.62
O (-2.8728, -3.5750, -6.8257)  -0.63
H (4.4567, 9.2774, 1.0640)  0.33
H (-3.6598, 10.9758, 7.1749)  0.29
C (3.8326, 9.7729, 0.3203)  -0.43
H (-5.6155, 5.7874, -3.5708)  0.26
O (-11.9697, -0.5503, -1.1578)  -0.56
C (-5.6548, 6.5573, -5.5717)  -0.40
H (-4.4169, -7.1514, 2.2523)  0.27
H (7.4920, -3.5539, -1.6927)  0.29
C (-1.2008, 2.2905, 7.2885)  -0.34
O (7.3280, 0.8871, 6.6123)  -0.53
C (-5.3864, -4.6042, 7.8249)  0.73
H (-8.0553, -6.9810, 0.2540)  0.28
C (3.8821, 9.2620, -1.1299)  -0.43
H (-5.1431, 3.6482, -5.3707)  0.27
H (-3.7683, -8.0233, 0.8419)  0.29
C (-3.2914, -2.7515, -7.6693)  0.76
H (7.9220, -5.8568, -2.2126)  0.25
C (10.0093, -4.3861, -3.5130)  -0.33
O (-5.3202, 5.4320, -6.4321)  -0.41
C (6.3515, -7.8994, -7.0716)  -0.50
C (7.8078, 0.1597, 5.7804)  0.72
O (-2.2117, -0.6005, -1.2436)  -0.21
H (4.8095, 4.2414, -8.1509)  0.28
H (2.1796, 7.8551, -1.1000)  0.24
H (6.3368, -3.4465, -6.7550)  0.26
F (-0.0072, 1.4691, -0.6827)  -0.24
C (6.6756, 1.1168, 3.8186)  -0.63
C (3.3656, -5.3062, 4.7788)  -0.47
C (-6.0181, -3.2090, 5.9241)  -0.65
O (-5.4372, -6.7960, 0.4414)  -0.31
O (-2.3554, 10.0232, 4.8924)  -0.57
H (-15.4910, 0.5210, -1.6837)  0.26
C (10.1632, -5.4511, -2.5430)  -0.42
H (-5.8535, -3.3588, 4.8571)  0.24
H (-3.6201, 4.6549, -3.8167)  0.25
O (-0.5710, -1.8984, -1.9271)  -0.45
C (-5.4514, -6.7255, -0.8922)  0.78
C (-12.6832, -0.2750, -0.2058)  0.75
C (-2.5924, 7.5003, 3.7392)  -0.63
C (2.4645, 8.8512, -1.4386)  -0.42
H (4.9033, -3.8927, -5.7012)  0.28
H (4.1699, 10.1341, -1.7170)  0.22
F (1.2118, 0.4469, -2.1572)  -0.24
O (5.1391, -5.6244, 6.3109)  -0.40
O (-6.7076, -6.5454, -1.3602)  -0.32
C (-14.4657, 0.1538, -1.6371)  -0.65
H (4.6266, 8.5015, -1.3653)  0.32
H (-6.0559, -3.3269, -6.8076)  0.30
H (5.6291, 0.9688, 4.0850)  0.28
C (4.5424, -6.2511, -6.7585)  0.81
H (-5.1891, -2.3043, -5.6906)  0.28
H (-4.5707, 7.1585, -3.7848)  0.35
H (0.0412, 2.9406, 5.6906)  0.24
H (-1.5252, 7.3301, 3.8817)  0.29
C (8.5281, -3.8924, -1.7049)  -0.39
Mg (-0.6141, -5.9432, -4.2006)  1.05
C (2.3939, 9.8600, 0.7401)  -0.47
H (-1.9135, 10.6653, 7.2500)  0.31
C (-4.5174, 4.4568, -5.7484)  -0.35
O (-5.3548, -4.3054, 6.5492)  -0.29
H (8.9692, -3.4705, -0.8018)  0.22
C (-12.9700, 0.3989, 2.1560)  -0.61
H (-5.2051, 7.4746, -5.9518)  0.29
H (6.5133, -8.9400, -6.7904)  0.23
H (9.5225, -4.7220, -4.4285)  0.13
H (6.3327, 4.6621, -6.2893)  0.29
H (-7.1028, -3.2855, 5.9997)  0.31
O (8.7770, -0.7503, 5.9438)  -0.28
F (-0.6900, 1.2607, -2.8050)  -0.21
C (3.7503, -5.3017, 6.2891)  -0.49
C (5.4601, -6.3150, 5.1394)  -0.39
H (11.0146, -5.2514, -1.8922)  0.25
H (-0.8513, -1.6446, -9.6416)  0.24
H (5.8137, 3.2060, -5.4689)  0.21
H (-0.4732, -0.8878, -0.2563)  0.34
H (3.7318, -4.4094, 4.2791)  0.27
C (-2.8952, 0.2275, -0.2690)  -0.18
C (-2.8571, 9.0864, 5.4721)  0.82
H (-13.9261, 0.9094, -2.2080)  0.30
H (-4.9838, 0.7693, 0.0763)  0.39
H (10.9108, -4.0056, -3.9932)  0.31
O (-13.9857, 0.1213, -0.2982)  -0.31
H (-12.3159, 0.4915, 3.0229)  0.25
O (-0.7345, 2.6453, 8.6054)  -0.42
O (-4.8464, -5.8312, 7.9364)  -0.29
H (8.9139, -5.8818, -0.8008)  0.30
H (4.4394, -6.2568, 3.2762)  0.27
O (5.5416, -5.4182, -6.9218)  -0.32
O (-5.8304, -3.8860, 8.6704)  -0.53
C (7.2253, 2.8911, -6.9969)  -0.46
H (3.9715, 3.1445, -6.9759)  0.26
H (-6.3400, -1.6572, -6.8869)  0.26
C (-3.8556, 5.2539, -4.6964)  -0.42
C (-5.5350, -2.3733, -6.7220)  -0.63
H (-13.2954, 1.4068, 1.8987)  0.30
H (4.7587, -3.6565, -7.4309)  0.30
H (10.1175, -1.7249, 7.2218)  0.25
H (-3.7484, 4.0618, -6.4123)  0.26
C (-4.2346, -7.0976, 1.1790)  -0.63
H (5.7227, -7.3637, 5.2784)  0.26
C (-0.0643, 0.6741, -1.8025)  0.81
H (6.7816, 0.9627, 2.7448)  0.23
H (2.1023, 10.7204, 1.3425)  0.32
C (4.1915, -6.4414, 4.3215)  -0.59
C (0.4982, 3.3338, 8.5606)  -0.43
C (-4.9127, 6.2433, -4.2681)  -0.64
O (5.0424, -7.5155, -6.8313)  -0.35
H (-1.6587, 1.3037, 7.3556)  0.24
H (-5.0404, -6.8514, 9.7236)  0.26
C (-2.8979, 10.2612, 7.4861)  -0.62
H (-1.0353, -3.3578, -9.1376)  0.27
H (-4.6922, -0.8477, -0.7425)  0.31
O (-4.4547, -6.6543, -1.5999)  -0.60
H (7.0788, 3.2516, -9.0923)  0.28
H (2.3028, -5.5286, 4.6825)  0.30
H (-2.9986, 6.5564, 3.3757)  0.22
H (-3.0041, 9.9865, 8.5356)  0.21
C (1.2143, 2.5765, 7.4790)  -0.47
O (-4.5067, -2.2350, -7.6953)  -0.29
H (1.7755, 1.7105, 7.8300)  0.25
C (6.8491, 2.4534, -8.3864)  -0.44
H (7.0676, -7.2659, -6.5482)  0.24
H (-3.4370, -6.9589, 9.0151)  0.24
H (-7.6297, -5.2588, -0.0164)  0.30
H (-2.6855, -0.0747, 0.7571)  0.32
O (-3.1811, 9.0857, 6.7381)  -0.31
C (4.9119, 3.4017, -7.4635)  -0.40
H (0.3344, 4.3927, 8.3610)  0.26
C (-4.3905, 0.1941, -0.6345)  -1.22
H (10.3186, -6.4443, -2.9642)  0.32
H (1.9933, 3.2495, 7.1206)  0.29
H (3.7129, -7.4161, 4.4163)  0.32
C (-1.2876, -2.3225, -8.9080)  -0.59
C (8.8014, -5.3913, -1.7677)  -0.51
C (-0.7764, -0.6726, -1.2809)  -0.02
H (-2.7449, 8.2381, 2.9515)  0.30
H (-3.9614, -5.4402, 9.7283)  0.32
H (6.2364, -5.7750, 4.5974)  0.32
O (-3.1439, 7.9044, 4.9528)  -0.31
H (7.3753, 2.0180, -6.3618)  0.21
H (9.1908, -0.3922, 7.9032)  0.31
C (0.1137, 2.2167, 6.5023)  -0.46
H (-2.5658, 1.2587, -0.3962)  0.29
H (2.0910, 8.9689, 1.2899)  0.22
H (-5.6938, -2.1870, 6.1200)  0.29
H (-2.9846, 5.7809, -5.0859)  0.28
C (5.4217, -4.0293, -6.6502)  -0.62
H (3.2028, -6.1070, 6.7789)  0.27
H (-14.2969, -0.7423, -2.2342)  0.29
O (-12.2646, -0.2523, 1.0855)  -0.31
O (1.6740, 9.6293, -0.5087)  -0.42
C (-7.8115, -6.2233, -0.4907)  -0.59
H (0.2341, 1.2232, 6.0705)  0.27
H (-1.8969, 2.9877, 6.8222)  0.24
H (-6.7212, 6.6201, -5.3550)  0.27
H (-0.8779, -2.1544, -7.9120)  0.28
H (-8.6600, -6.0803, -1.1599)  0.25
C (9.1436, -1.2355, 7.2142)  -0.65
H (6.4516, -7.7652, -8.1487)  0.27
H (2.1032, 8.8236, -2.4666)  0.31
H (-13.8295, -0.1529, 2.5365)  0.28
H (-3.4284, -6.3720, 1.0717)  0.28
O (9.3052, -3.3205, -2.7642)  -0.42

No. 2
An isolated molecule of C11H10ClNO2, computed with wB97M-V/def2-TZVPD.

Values from the calculation:
- calculated total energy (eV) = -29676.7519
- F_max (eV Å⁻¹) = 0.784
- ΔE to the lowest compared entry with this formula, charge and spin (kJ/mol) = 0.0
- charge = 0
- HOMO-LUMO gap (Eh) = 0.324
- lowest unoccupied orbital energy (eV) = 0.164

Last column: Mulliken charge in e.
Element x y z (Å)
H (-1.4279, 3.1185, -0.1568)  0.40
C (-1.5838, 2.0510, -0.1050)  -0.82
H (-4.3071, -2.1433, -0.6879)  0.33
O (-4.3566, -0.2327, 0.1204)  -0.43
O (4.0737, 0.9177, 0.8877)  -0.47
H (1.0627, 2.7120, -0.2524)  0.38
H (-5.7446, -1.6672, 0.2515)  0.24
N (0.3544, -1.0732, -0.0569)  -0.60
C (3.3537, 1.1982, -0.2865)  -0.87
H (4.1009, -0.0413, 1.0044)  0.35
H (3.8314, 0.7215, -1.1565)  0.31
Cl (2.8113, -1.8053, -0.1361)  -0.22
C (-2.8427, 1.5380, -0.0252)  -0.67
H (-3.7125, 2.1757, -0.0120)  0.44
C (-0.6778, -0.2062, -0.0489)  -0.62
C (-0.4614, 1.1961, -0.1200)  0.60
C (-3.0573, 0.1390, 0.0447)  0.85
H (-2.0899, -1.7911, 0.0845)  0.51
C (-4.6590, -1.6068, 0.1983)  -0.81
C (1.5611, -0.6068, -0.1317)  0.72
C (-1.9837, -0.7207, 0.0326)  0.06
C (1.9131, 0.7586, -0.2129)  0.38
C (0.8677, 1.6499, -0.1998)  -0.71
H (-4.2245, -2.0600, 1.0943)  0.33
H (3.3999, 2.2824, -0.4124)  0.36

No. 3
A cluster of 2 separate species, C6H16 in total at a distorted geometry, computed with wB97M-V/def2-TZVPD.

Values from the calculation:
- calculated total energy (eV) = -6480.9496
- F_max (eV Å⁻¹) = 2.212
- ΔE to the lowest compared entry with this formula, charge and spin (kJ/mol) = 68.3
- charge = 0
- HOMO-LUMO gap (Eh) = 0.445
- lowest unoccupied orbital energy (eV) = 1.085

Last column: Mulliken charge in e.
Element x y z (Å)
C (-0.0041, 2.0701, -0.7693)  -1.20
H (0.2057, 3.5317, 1.6912)  0.35
H (1.7932, 3.1250, 0.9658)  0.36
H (-1.9878, -2.7792, -1.7710)  0.33
H (0.7446, 1.6035, -1.4131)  0.27
C (-1.5414, -2.6627, -0.7842)  -1.24
C (0.6413, -1.9972, 0.2609)  -1.34
H (-2.2800, -2.0470, -0.2489)  0.33
C (0.2805, 1.6048, 0.6729)  0.39
H (0.2015, -1.9593, -1.8582)  0.26
H (1.4108, -1.2446, 0.4110)  0.38
C (-0.2848, -1.7436, -0.9145)  0.36
H (0.0253, 3.1524, -0.8857)  0.40
H (0.0756, -2.1282, 1.1868)  0.33
C (0.9201, 2.7295, 1.4796)  -1.39
H (0.7827, 0.6477, 0.7628)  -0.11
H (1.0866, 2.3796, 2.5042)  0.37
H (-0.6550, -0.7242, -1.0175)  -0.10
H (-0.9729, 1.7879, -1.1896)  0.32
H (-0.6500, 1.3356, 1.1932)  0.22
H (-1.4483, -3.5582, -0.1919)  0.33
H (1.2388, -2.9135, 0.2024)  0.38

No. 4
A cluster of 9 separate species, H17O9 in total at a distorted geometry, computed with wB97M-V/def2-TZVPD.

Values from the calculation:
- calculated total energy (eV) = -18703.3093
- F_max (eV Å⁻¹) = 7.177
- ΔE to the lowest compared entry with this formula, charge and spin (kJ/mol) = 310.3
- charge = -1
- HOMO-LUMO gap (Eh) = 0.358
- lowest unoccupied orbital energy (eV) = 3.357

Last column: Mulliken charge in e.
Element x y z (Å)
H (-0.3713, -0.1095, 1.0575)  0.30
O (-1.1194, 0.7434, -2.0037)  -0.68
H (-3.2068, 0.6044, -0.1936)  0.29
H (1.5311, 0.9773, 0.5285)  0.30
O (-4.1112, 0.2917, 0.0726)  -0.68
O (2.7973, -0.1907, -1.1045)  -0.81
H (-0.2652, 1.3161, 0.3807)  0.45
H (-3.9723, -0.6589, 0.1429)  0.34
H (1.8285, -0.0858, -1.4592)  0.33
H (1.2218, -0.7197, 2.0977)  0.10
H (0.9261, -1.1232, -0.1695)  0.47
H (2.0464, 0.1929, 3.0388)  0.33
O (0.6156, -1.2386, -1.1899)  -0.84
H (2.6989, -0.1503, -0.1412)  0.37
O (1.3821, -0.5155, 1.2067)  -1.07
H (-1.2411, -1.8649, -0.5589)  0.32
H (-1.7243, -3.0823, -0.9794)  0.30
H (2.0040, 1.7002, -0.8603)  0.36
H (-0.5037, 1.4758, -2.2245)  0.29
O (1.8446, 1.1433, 2.9940)  -0.68
H (-0.0059, -0.6796, -1.4593)  0.56
H (-1.6686, 0.9533, -1.1963)  0.26
H (1.1166, 1.0997, 2.3298)  0.36
O (-2.1761, -2.3645, -0.5682)  -0.65
O (1.3195, 1.6678, -0.2585)  -0.77
O (-0.9666, 0.6178, 0.5179)  -0.55

The lowest HOMO-LUMO gap belongs to which entry?
C49H96F3MgO29

calculated total energy of number 3 (C6H16)?
-6480.9496 eV

What did the fourth record say?
A cluster of 9 separate species, H17O9 in total at a distorted geometry, computed with wB97M-V/def2-TZVPD.

Values from the calculation:
- calculated total energy (eV) = -18703.3093
- F_max (eV Å⁻¹) = 7.177
- ΔE to the lowest compared entry with this formula, charge and spin (kJ/mol) = 310.3
- charge = -1
- HOMO-LUMO gap (Eh) = 0.358
- lowest unoccupied orbital energy (eV) = 3.357

Last column: Mulliken charge in e.
Element x y z (Å)
H (-0.3713, -0.1095, 1.0575)  0.30
O (-1.1194, 0.7434, -2.0037)  -0.68
H (-3.2068, 0.6044, -0.1936)  0.29
H (1.5311, 0.9773, 0.5285)  0.30
O (-4.1112, 0.2917, 0.0726)  -0.68
O (2.7973, -0.1907, -1.1045)  -0.81
H (-0.2652, 1.3161, 0.3807)  0.45
H (-3.9723, -0.6589, 0.1429)  0.34
H (1.8285, -0.0858, -1.4592)  0.33
H (1.2218, -0.7197, 2.0977)  0.10
H (0.9261, -1.1232, -0.1695)  0.47
H (2.0464, 0.1929, 3.0388)  0.33
O (0.6156, -1.2386, -1.1899)  -0.84
H (2.6989, -0.1503, -0.1412)  0.37
O (1.3821, -0.5155, 1.2067)  -1.07
H (-1.2411, -1.8649, -0.5589)  0.32
H (-1.7243, -3.0823, -0.9794)  0.30
H (2.0040, 1.7002, -0.8603)  0.36
H (-0.5037, 1.4758, -2.2245)  0.29
O (1.8446, 1.1433, 2.9940)  -0.68
H (-0.0059, -0.6796, -1.4593)  0.56
H (-1.6686, 0.9533, -1.1963)  0.26
H (1.1166, 1.0997, 2.3298)  0.36
O (-2.1761, -2.3645, -0.5682)  -0.65
O (1.3195, 1.6678, -0.2585)  -0.77
O (-0.9666, 0.6178, 0.5179)  -0.55